Record 1
The following is a quantum chemistry calculation of a molecular structure, C20H60FO10S10Tl at a distorted geometry, from the OMol25 dataset.

Last column: Löwdin spin population.
CARTESIAN COORDINATES (ANGSTROEM)
Tl 0.02604 -0.31646 0.16883  0.331
F 0.68960 -1.09655 -2.57796  0.263
C -4.53790 -0.18777 -2.90951  0.001
S -2.69595 0.11456 -3.14196  0.001
O -2.18187 -0.20475 -1.74802  0.018
C -2.23348 -1.37687 -4.15191  0.000
H -5.07310 0.59053 -2.36553  0.000
H -4.71552 -1.15037 -2.42997  0.000
H -5.03311 -0.35364 -3.86625  0.000
H -1.15377 -1.37099 -4.30118  0.000
H -2.68447 -1.42202 -5.14321  0.000
H -2.69341 -2.27189 -3.73296  0.000
C -3.54960 -3.27601 1.63952  0.000
S -3.28034 -1.53527 2.23179  0.005
O -2.56711 -0.75900 1.17408  0.052
C -5.01662 -1.06208 2.31887  0.003
H -4.18335 -3.82606 2.33516  0.000
H -2.57486 -3.76347 1.62050  0.000
H -3.98932 -3.34678 0.64467  0.000
H -5.22298 -0.26919 3.03779  0.000
H -5.66038 -1.87632 2.65156  0.001
H -5.48878 -0.73219 1.39349  0.000
C 3.62219 0.23013 -3.25031  0.000
S 3.83963 0.90266 -1.60529  0.005
O 2.66404 0.59657 -0.66451  0.024
C 5.26377 -0.13499 -1.14050  0.000
H 3.43868 -0.83871 -3.14078  0.000
H 4.55285 0.36025 -3.80262  0.000
H 2.75981 0.75527 -3.66095  0.000
H 5.20334 -0.32390 -0.06869  0.000
H 6.25249 0.25842 -1.37665  0.000
H 5.22027 -1.04058 -1.74558  0.000
C 0.80343 4.79801 0.48423  0.000
S 1.20931 3.55819 1.83212  0.002
O 1.22869 2.21918 1.11085  0.025
C 2.91576 4.22001 2.19239  0.001
H -0.04212 4.39903 -0.07609  0.000
H 1.64425 4.70889 -0.20366  0.000
H 0.82843 5.78553 0.94495  0.000
H 3.77659 4.11187 1.53256  0.000
H 3.23311 3.49548 2.94236  0.000
H 2.83746 5.20687 2.64854  0.000
C 0.35370 4.10939 -3.01922  0.004
S 0.68169 2.40460 -2.50006  0.003
O -0.29937 2.09683 -1.35269  0.045
C 0.05870 1.71397 -4.09699  -0.001
H 1.16127 4.42030 -3.68198  0.000
H 0.28435 4.79565 -2.17522  0.000
H -0.68597 4.07063 -3.34433  0.000
H 0.71964 2.23342 -4.79084  0.000
H -1.01128 1.87599 -4.22735  0.000
H 0.04753 0.62435 -4.12313  0.000
C 4.30358 1.04274 2.48515  0.000
S 2.82146 0.29152 3.35053  0.003
O 2.07287 -0.49408 2.27718  0.038
C 3.59656 -0.78961 4.65141  0.003
H 4.82784 0.14101 2.16871  0.000
H 4.94853 1.71453 3.05158  0.000
H 4.01710 1.61183 1.60075  0.000
H 2.83125 -1.33105 5.20751  0.000
H 4.26306 -0.31068 5.36871  0.000
H 4.23537 -1.52285 4.15909  0.000
C -2.45896 -5.04276 -1.61821  0.003
S -1.00433 -3.99462 -1.25297  0.003
O -1.44670 -2.75136 -0.46361  0.038
C -0.17400 -5.06041 0.01208  0.000
H -3.18721 -5.03288 -0.80724  0.000
H -2.27674 -6.04736 -1.99987  0.000
H -3.01889 -4.52658 -2.39805  0.000
H 0.60980 -4.52267 0.54555  0.000
H 0.16205 -6.01816 -0.38528  0.000
H -0.86050 -5.29541 0.82547  0.000
C -4.46525 1.77346 0.54332  0.000
S -2.99309 2.89673 0.23983  0.004
O -1.86821 1.86918 0.41176  0.027
C -3.24768 3.22050 -1.57420  0.000
H -4.65358 0.93597 -0.12844  0.000
H -5.32110 2.42072 0.73485  0.000
H -4.27965 1.29962 1.50724  0.000
H -3.65827 4.21863 -1.72669  0.000
H -4.05584 2.54780 -1.86135  0.000
H -2.38410 3.06103 -2.21987  0.000
C -2.04337 2.67350 3.49685  0.000
S -1.30277 1.08830 4.06454  0.008
O -0.70765 0.33013 2.85080  0.046
C 0.01722 1.80107 5.01730  0.000
H -2.28146 3.16508 4.44012  0.000
H -3.04811 2.58311 3.08400  0.000
H -1.34944 3.21789 2.85638  0.000
H -0.28085 1.90159 6.06093  0.000
H 0.37300 2.77187 4.67223  0.000
H 0.84605 1.09781 5.09840  0.000
C 2.95403 -3.99688 -1.95004  0.000
S 3.38992 -2.85675 -0.56431  0.003
O 2.05674 -2.29668 0.01789  0.036
C 4.06107 -4.16884 0.48095  0.001
H 2.56614 -3.25645 -2.64961  0.000
H 2.20716 -4.77536 -1.79428  0.000
H 3.80184 -4.52015 -2.39220  0.000
H 4.31799 -3.77357 1.46374  0.000
H 4.97092 -4.40764 -0.06973  0.000
H 3.37413 -5.00324 0.62227  0.000

Cartesian forces (eV/Å) of the 3 atoms listed first:
-0.0045 0.3443 -1.3314
-0.1500 0.3701 0.7326
0.1826 -0.8336 -1.1127

Properties
Kohn-Sham gap (alpha / beta) (eV): 8.654 / 5.515
Multiplicity: 2
Net charge: +1
Energy above the lowest of the compared OMol25 structures with the same formula, charge and spin (kcal per mole): 3.14
⟨S²⟩: 0.76
LUMO energy (alpha / beta) (eV): -1.38 / -4.53
E_HOMO (alpha / beta) (eV): -10.037 / -10.050

Record 2
The following is a quantum chemistry calculation of 8 unconnected molecules or ions with the total composition C20H60N4O8 at a distorted geometry, from the OMol25 dataset.

Last column: Löwdin charge in e.
CARTESIAN COORDINATES (ANGSTROEM)
C -12.65406 9.12719 16.29966  -0.089
O -11.73761 8.59585 17.27023  -0.175
C -11.44923 7.25941 17.05624  -0.241
C -10.47844 6.78333 18.12888  -0.428
C -9.20839 7.55107 18.27179  -0.051
N -10.15444 5.34606 17.90378  0.045
H -12.38349 9.06140 15.25490  0.080
H -12.69488 10.18296 16.50369  0.080
H -13.65095 8.66942 16.38838  0.090
H -12.36303 6.65625 17.14814  0.129
H -10.96091 7.12137 16.08835  0.131
H -10.99583 6.83581 19.09378  0.142
H -8.59330 7.34483 17.39752  0.074
H -8.68365 7.15625 19.14588  0.075
H -9.43348 8.59601 18.47895  0.090
H -9.68497 5.25429 16.98633  0.069
H -10.96957 4.73402 17.86542  0.087
C -6.16012 4.97193 22.38824  -0.117
O -4.82273 4.59705 22.28546  -0.187
C -4.49564 3.59858 21.35907  -0.205
C -3.00048 3.33649 21.47516  -0.432
C -2.17805 4.60501 21.17681  -0.032
N -2.69276 2.26948 20.56913  0.049
H -6.61926 5.24919 21.42305  0.071
H -6.27448 5.89342 22.93271  0.078
H -6.76769 4.12384 22.78115  0.096
H -5.06795 2.68006 21.58076  0.113
H -4.73111 3.94256 20.34004  0.125
H -2.83894 3.13825 22.53105  0.132
H -2.42571 4.97466 20.18216  0.066
H -1.11954 4.35580 21.18726  0.075
H -2.35747 5.33552 21.94811  0.074
H -3.11198 1.34433 20.66902  0.052
H -1.70336 2.30971 20.38056  0.084
C -7.81135 0.43699 21.75201  -0.092
O -7.09214 -0.59871 21.12211  -0.180
C -5.91416 -0.29378 20.49743  -0.246
C -4.87332 -1.37233 20.78845  -0.441
C -4.75244 -1.58033 22.28050  -0.053
N -3.60752 -0.88990 20.27765  0.045
H -7.91302 1.31865 21.09979  0.073
H -7.41172 0.72563 22.72182  0.090
H -8.87147 0.16816 21.85936  0.082
H -6.04158 -0.17387 19.42748  0.115
H -5.48551 0.68276 20.78428  0.105
H -5.24169 -2.29991 20.36305  0.139
H -4.23583 -0.72854 22.71129  0.083
H -4.10955 -2.46245 22.42149  0.085
H -5.68602 -1.75909 22.79238  0.078
H -2.86568 -1.32486 20.82682  0.085
H -3.49724 -1.24566 19.34309  0.077
C -4.46470 8.33690 20.50226  -0.087
O -4.83990 8.55031 19.15312  -0.152
C -5.33866 7.42651 18.52066  -0.249
C -4.29943 6.36953 18.19297  -0.442
C -3.24193 7.03013 17.29827  -0.041
N -4.95850 5.26590 17.51800  0.084
H -3.59877 7.69018 20.62284  0.076
H -5.26494 7.88982 21.07786  0.081
H -4.18395 9.23193 21.02207  0.081
H -6.23467 7.05600 19.00270  0.103
H -5.82035 7.70502 17.60081  0.118
H -3.78805 6.21152 19.16574  0.099
H -2.78335 7.87973 17.77576  0.073
H -3.79643 7.23235 16.39559  0.076
H -2.41068 6.36591 17.07604  0.073
H -5.81054 4.99707 18.00690  0.039
H -4.32405 4.50975 17.29997  0.052
C -10.04105 -0.57733 19.21469  -0.130
O -11.30228 -0.33648 18.53483  -0.129
H -10.21262 -1.04294 20.19488  0.088
H -9.27218 -0.95605 18.58541  0.069
H -9.67855 0.43245 19.25234  0.045
H -11.67226 -1.11386 18.11553  0.063
C -3.62740 1.59844 17.11140  -0.165
O -2.99929 2.75822 17.60646  -0.136
H -4.56476 1.41293 17.64309  0.063
H -3.75861 1.72597 16.04734  0.074
H -3.02129 0.68772 17.17552  0.070
H -2.88253 2.57241 18.53428  0.011
C -7.70447 2.93296 18.61461  -0.139
O -7.53604 4.27077 19.12272  -0.169
H -8.50479 2.33386 19.08161  0.059
H -7.94712 2.96746 17.55523  0.072
H -6.78308 2.38101 18.77557  0.059
H -8.45136 4.61406 18.99564  0.042
C -7.48607 5.57624 15.05165  -0.104
O -8.67477 4.79614 14.64210  -0.169
H -7.84215 6.58006 14.87558  0.071
H -7.30968 5.38422 16.10503  0.042
H -6.66054 5.39843 14.38401  0.073
H -8.50662 3.86981 14.42477  0.066

Cartesian forces (eV/Å) of the 3 atoms listed first:
-0.1306 -0.0211 0.9217
-0.7133 1.0930 -0.9637
0.6103 -0.4096 0.4408

Properties
Kohn-Sham gap (eV): 8.892
Multiplicity: 1
SMILES string: COC[C@H](C)N.COC[C@H](C)N.COC[C@H](C)N.COC[C@H](C)N.CO.CO.CO.CO
Net charge: 0
Energy above the lowest of the compared OMol25 structures with the same formula, charge and spin (kcal per mole): 55.77
LUMO energy (eV): 0.48
E_HOMO (eV): -8.408